Version one
Below is one molecule with the formula C3H3NO2, with properties calculated with ωB97M-V/def2-TZVPD.

Geometry as XYZ:
```
9
Properties=species:S:1:pos:R:3:nbo_charge:R:1
O 2.091 -0.005 0.452 -0.66
C 0.860 -0.250 -0.013 0.31
C -0.032 0.841 -0.283 0.13
O -1.316 0.704 0.014 -0.43
C -1.909 -0.456 0.020 0.20
N 0.328 -1.319 -0.373 -0.33
H 2.573 -0.849 0.437 0.49
H 0.173 1.675 -0.932 0.20
H -2.781 -0.344 0.680 0.09
```

- spin multiplicity = 1
- highest occupied orbital energy (spin up / spin down) (hartree) = -0.31527 / -0.31195
- molar mass (Da) = 85.06

***

Version two
Below is a 2-piece molecular cluster, C3H3NO2 overall, with properties calculated with ωB97M-V/def2-TZVPD.

Geometry as XYZ:
```
9
Properties=species:S:1:pos:R:3:nbo_charge:R:1
C -0.711 -0.590 -0.889 -0.82
C -1.442 0.055 0.002 0.74
O -2.165 0.738 0.634 -0.46
H -0.670 -0.228 -1.890 0.27
H -0.486 -1.719 -0.768 0.27
N 0.875 0.631 1.265 -0.79
C 1.425 0.281 0.264 0.88
O 1.880 0.107 -0.797 -0.51
H 1.294 0.724 2.179 0.43
```

- spin multiplicity = 1
- highest occupied orbital energy (hartree) = -0.33498
- molar mass (Da) = 85.06

***

Which is most stable, and by how much? version two, by 522.5 kJ/mol.

***

Version one
Below is a 2-piece molecular cluster, H2N2O3 overall, with properties calculated with ωB97M-V/def2-TZVPD.

Geometry as XYZ:
```
7
Properties=species:S:1:pos:R:3:nbo_charge:R:1
N 0.078 0.501 -0.433 -0.18
N -1.000 -0.124 0.087 0.58
O -1.925 0.503 0.490 -0.33
O -0.990 -1.314 -0.235 -0.36
O 1.480 -0.335 0.437 -0.57
H 0.284 1.456 -0.098 0.39
H 2.073 -0.686 -0.248 0.48
```

- spin multiplicity = 1
- highest occupied orbital energy (hartree) = -0.42098
- molar mass (Da) = 78.03

***

Version two
Below is one molecule with the formula H2N2O3, with properties calculated with ωB97M-V/def2-TZVPD.

Geometry as XYZ:
```
7
Properties=species:S:1:pos:R:3:nbo_charge:R:1
O -2.036 -0.183 -0.180 -0.29
N -1.083 -0.884 -0.152 0.25
N 0.089 -0.167 0.165 0.15
O 0.154 1.144 -0.310 -0.54
O 1.161 -0.854 -0.306 -0.53
H -0.162 1.617 0.450 0.48
H 1.878 -0.673 0.333 0.48
```

- spin multiplicity = 1
- highest occupied orbital energy (hartree) = -0.36562
- molar mass (Da) = 78.03

***

Which is most stable, and by how much? version two, by 149.2 kJ/mol.

***

Version one
Below is one molecule with the formula C7H12, with properties calculated with ωB97M-V/def2-TZVPD.

Geometry as XYZ:
```
19
Properties=species:S:1:pos:R:3:nbo_charge:R:1
C -3.150 0.400 -0.129 -0.60
C -1.903 -0.297 -0.665 -0.38
C -0.642 0.542 -0.466 -0.47
C 0.604 0.015 -1.064 -0.03
C 1.832 -0.044 -0.453 -0.45
C 2.598 0.470 0.523 0.03
C 3.315 -0.389 1.513 -0.72
H -3.052 0.623 0.939 0.21
H -3.337 1.347 -0.648 0.20
H -4.033 -0.231 -0.258 0.21
H -1.790 -1.273 -0.173 0.20
H -2.027 -0.504 -1.734 0.20
H -0.480 0.771 0.591 0.22
H -0.718 1.488 -1.011 0.23
H 1.771 -1.126 -0.814 0.29
H 0.541 -0.440 -2.054 0.20
H 2.888 -0.247 2.516 0.24
H 4.357 -0.070 1.620 0.23
H 3.301 -1.467 1.315 0.18
```

- spin multiplicity = 1
- highest occupied orbital energy (spin up / spin down) (hartree) = -0.27370 / -0.27390
- molar mass (Da) = 96.17

***

Version two
Below is one molecule with the formula C7H12, with properties calculated with ωB97M-V/def2-TZVPD.

Geometry as XYZ:
```
19
Properties=species:S:1:pos:R:3:nbo_charge:R:1
C 0.591 1.709 -0.719 -0.60
C 0.024 0.415 -1.316 -0.40
C 1.055 -0.595 -1.196 0.20
C 1.074 -1.344 0.047 -0.61
C 0.227 -0.955 1.260 -0.43
C -1.110 -0.280 0.870 -0.41
C -1.241 -0.120 -0.645 -0.40
H 1.465 2.045 -1.283 0.23
H -0.174 2.487 -0.770 0.22
H 0.882 1.603 0.328 0.20
H -0.168 0.619 -2.375 0.21
H -1.428 -1.112 -1.105 0.19
H 0.759 -2.294 -0.394 0.28
H 2.101 -1.562 0.303 0.26
H 0.049 -1.843 1.877 0.21
H 0.819 -0.277 1.883 0.21
H -1.181 0.705 1.346 0.20
H -1.961 -0.858 1.250 0.21
H -2.107 0.479 -0.921 0.21
```

- spin multiplicity = 1
- highest occupied orbital energy (hartree) = -0.27812
- molar mass (Da) = 96.17

***

Version three
Below is a 3-piece molecular cluster, C7H12 overall, with properties calculated with ωB97M-V/def2-TZVPD.

Geometry as XYZ:
```
19
Properties=species:S:1:pos:R:3:nbo_charge:R:1
C -0.103 -2.410 0.385 -0.63
C 0.433 -1.059 0.108 -0.23
C -0.357 0.114 0.607 -0.29
C 0.363 1.436 0.999 -0.37
C -0.218 2.146 -0.249 -0.23
C 0.322 1.337 -1.361 -0.42
C -0.912 0.857 -0.581 -0.22
H 0.438 -3.199 -0.157 0.22
H -1.178 -2.395 0.175 0.20
H 0.010 -2.595 1.461 0.20
H 1.524 -1.068 0.175 0.21
H 0.265 -1.191 -1.340 0.10
H -1.082 -0.160 1.391 0.21
H 1.456 1.407 1.094 0.20
H -0.088 1.837 1.913 0.22
H -0.616 3.148 -0.252 0.22
H 0.290 -0.024 -2.305 0.20
H 1.312 0.905 -1.210 0.18
H -1.878 0.734 -1.080 0.22
```

- spin multiplicity = 1
- highest occupied orbital energy (spin up / spin down) (hartree) = -0.29938 / -0.29950
- molar mass (Da) = 96.17

***

Which is most stable, and by how much? version two, by 154.0 kJ/mol.

***

Version one
Below is one molecule with the formula C7H12, with properties calculated with ωB97M-V/def2-TZVPD.

Geometry as XYZ:
```
19
Properties=species:S:1:pos:R:3:nbo_charge:R:1
C -2.738 0.068 -0.436 -0.80
C -1.453 -0.591 -0.773 0.21
C -0.323 0.378 -0.885 -0.58
C 0.755 -0.022 0.127 -0.03
C 1.887 -0.895 -0.323 -0.41
C 2.124 0.569 -0.053 -0.42
C 0.214 -0.213 1.530 -0.61
H -3.345 -0.057 -1.351 0.28
H -2.721 1.141 -0.169 0.18
H -3.283 -0.510 0.323 0.25
H -0.503 -1.044 1.542 0.22
H 0.100 0.274 -1.896 0.25
H -0.590 1.442 -0.729 0.17
H 1.898 -1.236 -1.355 0.22
H 2.286 -1.616 0.387 0.21
H 2.292 1.227 -0.902 0.21
H 2.682 0.844 0.840 0.21
H -0.296 0.693 1.884 0.21
H 1.015 -0.450 2.239 0.21
```

- spin multiplicity = 1
- highest occupied orbital energy (hartree) = -0.30058
- molar mass (Da) = 96.17

***

Version two
Below is one molecule with the formula C7H12, with properties calculated with ωB97M-V/def2-TZVPD.

Geometry as XYZ:
```
19
Properties=species:S:1:pos:R:3:nbo_charge:R:1
C -3.028 -0.736 0.600 -0.39
C -1.719 -0.839 0.393 -0.21
C -0.981 -0.013 -0.564 -0.26
C 0.354 -0.052 -0.699 0.07
C 0.966 0.667 -1.890 -0.65
C 1.296 -0.548 0.356 -0.45
C 1.582 0.595 1.369 -0.60
H -3.546 -1.375 1.303 0.19
H -3.693 -0.034 0.106 0.19
H -1.127 -1.514 1.004 0.20
H -1.586 0.726 -1.082 0.20
H 0.280 0.716 -2.726 0.22
H 1.917 0.231 -2.194 0.21
H 1.171 1.673 -1.518 0.22
H 2.229 -0.792 -0.155 0.20
H 0.961 -1.410 0.925 0.22
H 2.637 0.606 1.642 0.21
H 0.899 0.525 2.210 0.21
H 1.388 1.575 0.922 0.20
```

- spin multiplicity = 1
- highest occupied orbital energy (hartree) = -0.29886
- molar mass (Da) = 96.17

***

Version three
Below is a 2-piece molecular cluster, C7H12 overall, with properties calculated with ωB97M-V/def2-TZVPD.

Geometry as XYZ:
```
19
Properties=species:S:1:pos:R:3:nbo_charge:R:1
C -1.268 1.509 -0.203 -0.40
C 0.056 1.507 -0.034 -0.16
C 0.960 0.686 0.860 -0.47
C 1.827 -0.233 -0.034 -0.22
C 1.334 -0.900 -1.299 -0.19
C 2.092 0.139 -1.459 -0.19
H -1.681 1.878 -1.142 0.20
H -2.016 1.158 0.504 0.19
H 0.605 2.111 -0.758 0.19
H 0.412 0.080 1.590 0.21
H 1.658 1.314 1.438 0.21
H 2.640 -0.726 0.517 0.18
H 0.840 -1.703 -1.822 0.23
H 2.598 0.800 -2.139 0.22
C -1.978 -1.527 0.772 -0.85
H -2.869 -0.971 1.087 0.21
H -1.219 -1.378 1.542 0.21
H -2.244 -2.582 0.717 0.21
H -1.566 -1.206 -0.196 0.22
```

- spin multiplicity = 1
- highest occupied orbital energy (hartree) = -0.34136
- molar mass (Da) = 96.17

***

Which is most stable, and by how much? version two, by 235.2 kJ/mol.

***

Version one
Below is one molecule with the formula C7H12, with properties calculated with ωB97M-V/def2-TZVPD.

Geometry as XYZ:
```
19
Properties=species:S:1:pos:R:3:nbo_charge:R:1
C -1.726 0.530 -1.956 -0.40
C -1.021 1.241 -0.915 -0.17
C -0.038 0.663 0.021 -0.06
C -0.403 0.814 1.286 -0.16
C 0.658 0.465 2.399 -0.64
C 0.978 -0.256 -0.603 -0.45
C 0.653 -1.733 -0.661 -0.61
H -2.783 0.452 -2.131 0.20
H -1.201 -0.011 -2.756 0.19
H -1.384 2.232 -0.649 0.20
H -1.332 1.202 1.680 0.21
H 1.317 -0.223 1.926 0.20
H 0.325 -0.007 3.306 0.21
H 1.225 1.302 2.737 0.21
H 1.047 0.207 -1.598 0.22
H 1.971 -0.262 -0.101 0.22
H 0.800 -2.187 0.371 0.20
H 1.222 -2.341 -1.315 0.22
H -0.309 -2.087 -1.040 0.21
```

- spin multiplicity = 1
- highest occupied orbital energy (hartree) = -0.29391
- molar mass (Da) = 96.17

***

Version two
Below is one molecule with the formula C7H12, with properties calculated with ωB97M-V/def2-TZVPD.

Geometry as XYZ:
```
19
Properties=species:S:1:pos:R:3:nbo_charge:R:1
C 2.474 0.327 -0.821 -0.61
C 1.157 -0.448 -0.718 -0.42
C 0.254 -0.142 0.525 -0.19
C -0.785 1.242 0.869 -0.45
C -1.942 0.268 0.895 -0.25
C -2.100 -0.395 -0.422 -0.42
C -1.050 -0.896 0.545 -0.23
H 3.078 -0.004 -1.677 0.21
H 3.085 0.195 0.080 0.20
H 2.290 1.399 -0.949 0.20
H 0.601 -0.349 -1.663 0.20
H 1.396 -1.529 -0.654 0.21
H 0.865 -0.211 1.414 0.20
H -0.177 1.427 0.009 0.26
H -0.561 1.673 1.842 0.22
H -2.706 0.246 1.670 0.22
H -2.943 -1.069 -0.544 0.22
H -1.838 0.175 -1.312 0.21
H -1.098 -1.909 0.911 0.21
```

- spin multiplicity = 1
- highest occupied orbital energy (hartree) = -0.29930
- molar mass (Da) = 96.17

***

Which is most stable, and by how much? version one, by 7.9 kJ/mol.

***

Version one
Below is one molecule with the formula C7H12, with properties calculated with ωB97M-V/def2-TZVPD.

Geometry as XYZ:
```
19
Properties=species:S:1:pos:R:3:nbo_charge:R:1
C -1.830 -1.350 -1.296 -0.60
C -1.268 -0.227 -0.408 -0.40
C 0.102 -0.510 0.237 -0.20
C 1.328 0.028 -0.567 -0.40
C 1.776 0.802 0.667 -0.22
C 0.711 1.727 1.188 -0.43
C 0.608 0.271 1.475 -0.22
H -2.712 -1.000 -1.848 0.21
H -2.146 -2.214 -0.700 0.20
H -1.109 -1.709 -2.042 0.20
H -1.179 0.675 -1.030 0.19
H -2.005 0.008 0.367 0.20
H 0.197 -1.561 0.518 0.21
H 1.072 0.649 -1.436 0.19
H 2.041 -0.736 -0.890 0.21
H 2.808 0.914 0.983 0.21
H 1.024 2.354 2.019 0.22
H -0.028 2.185 0.532 0.21
H 0.661 -0.128 2.487 0.21
```

- spin multiplicity = 1
- highest occupied orbital energy (hartree) = -0.34735
- molar mass (Da) = 96.17

***

Version two
Below is one molecule with the formula C7H12, with properties calculated with ωB97M-V/def2-TZVPD.

Geometry as XYZ:
```
19
Properties=species:S:1:pos:R:3:nbo_charge:R:1
C -1.150 -0.576 1.584 -0.50
C -0.134 -0.505 0.727 0.06
C 0.823 -1.672 0.570 -0.66
C 0.234 0.825 0.131 -0.09
C 0.320 2.132 0.818 -0.64
C -0.327 0.599 -1.106 -0.08
C 0.081 -0.334 -2.222 -0.65
H -1.093 -1.468 2.210 0.19
H -2.119 -0.114 1.514 0.21
H 0.469 -2.474 -0.083 0.22
H 0.932 -2.156 1.536 0.23
H 1.784 -1.309 0.217 0.21
H 1.319 2.546 0.896 0.23
H -0.144 2.089 1.807 0.22
H -0.265 2.923 0.321 0.21
H -1.139 1.243 -1.463 0.18
H -0.649 -1.140 -2.337 0.22
H 1.009 -0.848 -1.981 0.22
H 0.051 0.241 -3.138 0.23
```

- spin multiplicity = 1
- highest occupied orbital energy (hartree) = -0.27156
- molar mass (Da) = 96.17

***

Version three
Below is one molecule with the formula C7H12, with properties calculated with ωB97M-V/def2-TZVPD.

Geometry as XYZ:
```
19
Properties=species:S:1:pos:R:3:nbo_charge:R:1
C -3.547 0.648 0.988 -0.65
C -2.501 0.129 0.086 -0.17
C -1.235 -0.167 0.407 -0.22
C -0.066 -0.154 -0.481 -0.24
C 1.036 -0.868 -0.216 -0.14
C 2.315 -0.687 -1.000 -0.44
C 3.238 0.297 -0.334 -0.61
H -3.136 0.969 1.949 0.21
H -4.286 -0.081 1.343 0.22
H -4.102 1.511 0.597 0.22
H -2.772 0.200 -0.979 0.18
H -1.161 -0.445 1.464 0.19
H -0.305 0.354 -1.410 0.20
H 1.192 -1.289 0.780 0.19
H 2.838 -1.643 -0.901 0.20
H 2.039 -0.481 -2.038 0.21
H 2.973 1.369 -0.365 0.21
H 3.221 0.223 0.760 0.21
H 4.257 0.116 -0.648 0.21
```

- spin multiplicity = 1
- highest occupied orbital energy (hartree) = -0.30259
- molar mass (Da) = 96.17

***

Version four
Below is C7H12 as an isolated structure, with properties calculated with ωB97M-V/def2-TZVPD.

Geometry as XYZ:
```
19
Properties=species:S:1:pos:R:3:nbo_charge:R:1
C 1.305 0.889 -1.412 -0.75
C 0.188 1.622 -0.731 0.06
C -1.315 0.314 -0.328 -0.37
C -1.124 -1.188 -0.041 -0.41
C 0.200 -1.350 0.734 -0.40
C 0.492 0.019 1.375 -0.42
C -0.268 1.081 0.558 -0.34
H 1.233 0.928 -2.505 0.23
H 2.145 1.551 -1.150 0.26
H 1.593 -0.129 -1.109 0.18
H -1.120 0.568 -1.392 0.26
H -2.328 0.687 -0.171 0.24
H -1.965 -1.532 0.576 0.21
H -1.132 -1.783 -0.964 0.21
H 0.127 -2.143 1.488 0.21
H 1.009 -1.645 0.058 0.20
H 1.566 0.236 1.409 0.21
H 0.138 0.039 2.414 0.21
H -0.743 1.836 1.192 0.22
```

- spin multiplicity = 1
- highest occupied orbital energy (hartree) = -0.28397
- molar mass (Da) = 96.17

***

Which is most stable, and by how much? version one, by 7.2 kJ/mol.